Computed, not measured: a structure of composition CH10B2BeCl2 in a non-equilibrium geometry, with the ωB97M-V functional and the def2-TZVPD basis.

Structure (XYZ):
```
16
Properties=species:S:1:pos:R:3
Be -0.416 -0.226 0.911
B -1.615 -0.748 -0.538
H -2.346 -1.010 -1.287
H -0.665 -1.159 -0.844
H -1.502 0.321 -0.449
H -1.898 -1.156 0.420
B 0.911 -0.176 2.283
H 1.666 -0.203 3.054
H 0.685 0.842 2.005
H 1.298 -0.640 1.389
H -0.009 -0.621 2.628
C 0.708 1.094 -1.976
Cl 0.650 0.823 -0.247
Cl 1.611 -0.283 -2.695
H -0.302 1.132 -2.386
H 1.222 2.010 -2.268
```

Output
Total charge: 0
Calculated total energy in a.u.: -1028.71184
F_max in eV/Å: 5.868

List of Mulliken charges in e, atom by atom: atom 1 (Be): -0.46, atom 2 (B): -0.02, atom 3 (H): -0.12, atom 4 (H): -0.02, atom 5 (H): -0.01, atom 6 (H): 0.05, atom 7 (B): 0.32, atom 8 (H): -0.13, atom 9 (H): -0.03, atom 10 (H): 0.03, atom 11 (H): 0.04, atom 12 (C): -0.25, atom 13 (Cl): 0.10, atom 14 (Cl): -0.14, atom 15 (H): 0.32, atom 16 (H): 0.33


Computed, not measured: a structure of composition H2N3PS in a non-equilibrium geometry, with the ωB97M-V functional and the def2-TZVPD basis.

Structure (XYZ):
```
7
Properties=species:S:1:pos:R:3
N -0.377 -0.992 0.056
N 0.891 -0.401 0.287
N 0.017 -0.628 1.360
P 0.030 -1.390 2.815
S 2.546 -0.856 3.598
H -1.099 -0.360 -0.310
H 0.958 0.600 0.066
```

Output
Total charge: 0
Calculated total energy in a.u.: -904.75869
F_max in eV/Å: 4.437

List of Mulliken charges in e, atom by atom: atom 1 (N): -0.27, atom 2 (N): -0.19, atom 3 (N): 0.17, atom 4 (P): 0.17, atom 5 (S): -0.38, atom 6 (H): 0.25, atom 7 (H): 0.24


Computed, not measured: a cluster of 2 separate species, C8H7BrF3NO in total in a non-equilibrium geometry, with the ωB97M-V functional and the def2-TZVPD basis.

Structure (XYZ):
```
21
Properties=species:S:1:pos:R:3
C -1.448 0.856 1.223
C -1.234 -0.791 -0.557
C -2.851 0.937 0.860
C -2.606 -0.784 -0.779
C -0.715 0.044 0.445
C -3.404 0.111 -0.028
C 2.448 -0.532 -0.170
C 2.582 0.948 -0.510
N 2.754 -0.947 1.126
O 2.673 -1.419 -1.105
F 2.343 1.615 0.665
F 3.710 1.565 -1.021
F 1.599 1.280 -1.318
Br -5.289 0.223 -0.459
H -1.072 1.358 2.078
H -0.640 -1.419 -1.117
H -3.594 1.634 1.452
H -3.122 -1.141 -1.636
H 2.335 -0.427 1.886
H 3.085 -1.970 0.999
H 2.445 -1.140 -2.035
```

Output
Total charge: 0
Calculated total energy in a.u.: -3312.48843
F_max in eV/Å: 4.473

List of Mulliken charges in e, atom by atom: atom 1 (C): -0.68, atom 2 (C): -0.50, atom 3 (C): -0.08, atom 4 (C): -0.42, atom 5 (C): 0.24, atom 6 (C): 0.12, atom 7 (C): 0.17, atom 8 (C): 0.85, atom 9 (N): -0.52, atom 10 (O): -0.57, atom 11 (F): -0.30, atom 12 (F): -0.30, atom 13 (F): -0.21, atom 14 (Br): -0.19, atom 15 (H): 0.42, atom 16 (H): 0.48, atom 17 (H): 0.23, atom 18 (H): 0.35, atom 19 (H): 0.25, atom 20 (H): 0.29, atom 21 (H): 0.38


Computed, not measured: a structure of composition C16H13N5O4PdS, with the ωB97M-V functional and the def2-TZVPD basis.

Structure (XYZ):
```
40
Properties=species:S:1:pos:R:3
Pd -1.554 -2.079 -1.182
N 3.848 2.914 -0.580
C 3.267 1.663 -0.665
C 3.670 0.632 0.193
C 3.061 -0.605 0.142
C 2.024 -0.831 -0.758
C 1.627 0.178 -1.624
C 2.237 1.416 -1.577
S 1.269 -2.423 -0.872
O 2.283 -3.408 -0.678
O 0.526 -2.409 -2.151
N 0.009 -2.545 0.127
C -0.016 -2.066 1.409
N -1.247 -1.746 1.833
C -1.347 -1.268 3.063
C -0.242 -1.105 3.887
C 0.977 -1.482 3.351
N 1.107 -1.965 2.121
H 4.759 2.953 -0.151
H 3.768 3.497 -1.396
H 4.476 0.806 0.894
H 3.389 -1.406 0.788
H 0.846 -0.018 -2.348
H 1.924 2.196 -2.261
H -2.345 -1.013 3.401
H -0.326 -0.713 4.889
H 1.891 -1.397 3.928
O -5.330 -0.902 -2.209
C -4.181 -1.048 -1.852
O -3.518 -2.155 -1.829
C -3.418 0.195 -1.376
C -4.029 1.432 -1.268
C -3.292 2.495 -0.775
C -1.971 2.287 -0.397
C -1.428 1.024 -0.541
N -2.142 0.013 -1.035
H -5.064 1.514 -1.566
H -3.740 3.474 -0.680
H -1.363 3.086 0.002
H -0.404 0.809 -0.260
```

Output
Multiplicity: 3
Total charge: 0
Calculated total energy in a.u.: -1718.31407
F_max in eV/Å: 0.462

List of Mulliken charges in e, atom by atom: atom 1 (Pd): 0.50, atom 2 (N): -0.55, atom 3 (C): 0.99, atom 4 (C): -0.70, atom 5 (C): -0.51, atom 6 (C): -0.16, atom 7 (C): -0.51, atom 8 (C): -0.66, atom 9 (S): 1.79, atom 10 (O): -0.70, atom 11 (O): -0.77, atom 12 (N): -0.42, atom 13 (C): 0.47, atom 14 (N): -0.39, atom 15 (C): -0.12, atom 16 (C): -0.60, atom 17 (C): -0.12, atom 18 (N): -0.45, atom 19 (H): 0.23, atom 20 (H): 0.24, atom 21 (H): 0.29, atom 22 (H): 0.50, atom 23 (H): 0.54, atom 24 (H): 0.36, atom 25 (H): 0.42, atom 26 (H): 0.39, atom 27 (H): 0.42, atom 28 (O): -0.63, atom 29 (C): 0.68, atom 30 (O): -0.66, atom 31 (C): 0.24, atom 32 (C): -0.44, atom 33 (C): -0.20, atom 34 (C): -1.05, atom 35 (C): -0.30, atom 36 (N): -0.04, atom 37 (H): 0.50, atom 38 (H): 0.42, atom 39 (H): 0.45, atom 40 (H): 0.58


Computed, not measured: a cluster of 2 separate species, C6H7N in total in a non-equilibrium geometry, with the ωB97M-V functional and the def2-TZVPD basis.

Structure (XYZ):
```
14
Properties=species:S:1:pos:R:3
C 1.522 -0.472 1.957
C -0.419 0.456 -1.195
C 2.133 0.075 1.007
C 2.427 0.539 -0.163
C -1.430 -0.748 0.485
C -1.683 0.260 -0.609
N 0.632 0.711 -1.541
H 2.362 -0.204 -0.943
H 2.846 1.459 -0.203
H -1.271 -1.834 0.235
H -2.161 -0.795 1.382
H -0.514 -0.571 0.875
H -2.052 1.276 -0.047
H -2.391 -0.152 -1.238
```

Output
Total charge: 0
Calculated total energy in a.u.: -287.32990
F_max in eV/Å: 4.192

List of Mulliken charges in e, atom by atom: atom 1 (C): -0.70, atom 2 (C): 0.39, atom 3 (C): 0.35, atom 4 (C): -0.42, atom 5 (C): -0.61, atom 6 (C): -0.11, atom 7 (N): -0.51, atom 8 (H): 0.31, atom 9 (H): 0.34, atom 10 (H): 0.30, atom 11 (H): 0.31, atom 12 (H): -0.11, atom 13 (H): 0.21, atom 14 (H): 0.24